{"formula": "C36H51BeBrN3OP2", "method": "ωB97M-V with the def2-TZVPD basis set", "orbital_gap_ev": 5.4, "charge": 1, "total_energy_ha": -4913.193426, "spin_multiplicity": 1, "symbols": ["Br", "P", "P", "O", "N", "N", "N", "C", "C", "C", "C", "C", "C", "C", "C", "C", "C", "C", "C", "C", "C", "C", "C", "C", "C", "C", "C", "C", "C", "C", "C", "C", "C", "C", "C", "C", "C", "C", "C", "C", "C", "C", "C", "Be", "H", "H", "H", "H", "H", "H", "H", "H", "H", "H", "H", "H", "H", "H", "H", "H", "H", "H", "H", "H", "H", "H", "H", "H", "H", "H", "H", "H", "H", "H", "H", "H", "H", "H", "H", "H", "H", "H", "H", "H", "H", "H", "H", "H", "H", "H", "H", "H", "H", "H", "H"], "positions_angstrom": [[0.031, 1.673, 6.275], [-2.476, -0.302, 0.239], [2.265, -1.118, 0.501], [-0.595, -1.801, 2.515], [0.219, 1.234, 2.177], [-0.232, -1.757, -1.018], [0.161, 0.910, -0.891], [-3.991, -1.546, 2.178], [4.308, -2.706, 1.724], [0.496, 2.492, -2.909], [0.128, 1.008, 3.493], [-3.556, -1.774, 0.722], [-4.784, -1.958, -0.185], [0.399, 3.596, 2.591], [0.470, -3.822, -1.973], [0.305, 3.371, 3.966], [2.361, -2.131, 3.120], [0.360, 2.489, 1.735], [-0.589, -3.752, -2.856], [1.874, -2.647, -0.262], [1.064, 2.780, -5.262], [-2.770, -3.097, 0.621], [3.421, -0.250, -0.801], [-2.619, 2.430, -0.403], [-3.328, 1.762, 1.889], [0.312, 1.645, -1.806], [3.441, 1.235, -0.417], [-2.342, -0.626, -1.573], [-1.325, -1.742, -1.812], [3.299, -1.595, 2.034], [0.711, -2.773, -1.060], [0.834, 4.159, -5.141], [2.829, -0.454, -2.204], [0.892, 1.945, -4.156], [0.274, 3.887, -2.797], [-3.361, 1.357, 0.408], [-1.483, -2.683, -2.803], [0.440, 4.712, -3.912], [-0.422, -1.128, 1.570], [-4.805, 1.287, -0.098], [4.844, -0.813, -0.834], [3.990, -0.329, 2.559], [0.170, 2.059, 4.421], [-0.052, -0.467, 0.027], [0.506, 4.590, 2.158], [5.377, -0.305, -1.650], [0.335, 4.188, 4.674], [-2.628, 2.228, -1.482], [2.439, 1.631, -0.238], [1.681, -1.363, 3.496], [4.797, 0.022, 1.908], [-1.812, -3.075, 1.136], [-5.458, -1.098, -0.189], [-4.867, 0.928, -1.133], [3.886, 1.806, -1.242], [0.962, 4.807, -6.012], [-4.505, -2.190, -1.221], [5.051, -2.433, 0.972], [1.054, 0.868, -4.237], [1.777, -2.990, 2.775], [-2.021, 0.302, -2.076], [3.808, -3.627, 1.404], [0.471, 2.656, 0.666], [-5.215, 2.307, -0.085], [2.985, -2.467, 3.961], [5.412, -0.616, 0.080], [4.047, 1.413, 0.478], [-3.766, 2.766, 1.977], [4.433, -0.558, 3.537], [-0.024, 4.298, -1.829], [-4.471, -2.467, 2.536], [-3.383, -3.872, 1.106], [1.376, 2.350, -6.221], [1.207, -4.623, -1.992], [0.263, 5.790, -3.822], [-2.610, -3.399, -0.421], [-3.134, 3.391, -0.245], [4.859, -1.886, -1.061], [4.854, -2.927, 2.654], [-3.132, -1.345, 2.831], [-5.349, -2.819, 0.202], [-1.581, 2.552, -0.075], [-2.302, 1.799, 2.272], [-4.720, -0.733, 2.272], [3.291, 0.274, -2.888], [-5.447, 0.683, 0.551], [-2.310, -2.558, -3.485], [-3.915, 1.085, 2.519], [-3.323, -0.883, -1.996], [1.751, -0.295, -2.245], [3.038, -1.460, -2.591], [3.270, 0.485, 2.703], [0.007, 0.006, 3.870], [2.594, -3.469, -0.293], [-0.727, -4.527, -3.600]], "forces_ev_per_angstrom": [[0.04, 0.10, -0.42], [-0.96, 0.07, -0.86], [0.74, -0.15, -0.96], [0.24, 2.81, -3.16], [-0.05, 0.15, 0.26], [-0.50, 0.45, 0.44], [0.48, 3.15, -3.52], [-0.16, -0.28, 0.04], [0.27, -0.01, 0.12], [0.22, 1.16, -1.49], [0.07, 1.37, 0.17], [-0.27, 0.26, -0.03], [-0.29, -0.04, 0.15], [-0.01, -0.63, -0.07], [-0.50, -0.65, -0.91], [-0.04, -0.17, -0.17], [0.06, -0.03, 0.09], [0.14, 0.42, 0.81], [1.32, -0.63, 0.49], [-1.02, -0.99, -0.72], [-0.08, 0.02, 0.27], [0.09, -0.06, 0.08], [-0.14, -0.38, 0.95], [0.04, 0.13, -0.03], [-0.12, 0.14, 0.02], [-0.56, -2.85, 3.52], [0.30, 0.07, -0.29], [0.14, 0.17, -0.53], [-0.03, -0.20, -0.85], [-0.22, 0.36, -0.53], [1.28, 1.07, 1.13], [-0.02, -0.18, 0.23], [0.04, 0.00, -0.03], [-0.11, 0.05, 0.19], [0.07, -0.26, -0.05], [-0.25, -0.48, -0.07], [-0.89, 1.11, 0.42], [0.01, -0.25, 0.09], [0.32, -3.30, 4.00], [-0.17, 0.47, 0.09], [0.16, 0.34, -0.36], [0.10, -0.19, 0.21], [0.04, -0.05, -0.42], [0.91, -0.62, 0.60], [-0.01, -0.20, 0.31], [0.04, -0.09, 0.07], [-0.01, 0.01, -0.02], [-0.03, 0.04, 0.21], [0.14, -0.05, 0.05], [0.12, -0.09, -0.04], [-0.18, -0.08, 0.13], [-0.17, -0.16, -0.13], [0.15, -0.30, -0.02], [-0.02, -0.01, 0.24], [0.04, 0.09, 0.11], [-0.05, -0.23, 0.34], [-0.09, -0.04, 0.31], [-0.22, -0.09, 0.23], [-0.03, 0.37, -0.01], [0.07, 0.15, 0.00], [-0.07, -0.38, 0.16], [0.09, 0.18, 0.12], [-0.05, -0.23, 0.26], [-0.01, -0.14, -0.02], [-0.17, 0.08, -0.11], [-0.14, -0.08, -0.18], [-0.16, 0.01, -0.17], [0.09, -0.18, 0.06], [-0.01, 0.08, -0.10], [0.07, -0.06, -0.36], [0.05, 0.20, 0.02], [0.14, 0.16, -0.16], [-0.17, 0.22, 0.47], [-0.33, 0.04, -0.13], [0.09, -0.53, -0.04], [-0.01, 0.08, 0.26], [0.13, -0.27, -0.04], [-0.06, 0.21, 0.10], [-0.10, -0.03, -0.17], [-0.21, 0.00, -0.08], [0.10, 0.17, -0.14], [-0.29, -0.04, -0.01], [-0.21, 0.01, -0.06], [0.18, -0.22, -0.03], [0.02, -0.13, 0.11], [0.18, 0.12, -0.18], [-0.08, -0.30, -0.04], [0.18, 0.21, -0.13], [0.44, 0.01, 0.02], [0.11, -0.21, 0.00], [-0.11, 0.25, 0.19], [0.09, -0.07, -0.03], [-0.03, -0.22, -0.19], [-0.27, 0.26, -0.16], [0.06, 0.00, 0.05]], "lowdin_charge": [0.779, 1.172, 1.118, 0.112, 0.049, 0.011, 0.231, -0.084, -0.088, -0.191, -0.184, -0.642, -0.080, -0.028, -0.023, -0.087, -0.100, -0.154, -0.055, -0.258, -0.043, -0.066, -0.642, -0.096, -0.078, -0.041, -0.101, -0.234, -0.327, -0.661, -0.329, -0.039, -0.099, 0.000, -0.005, -0.662, -0.066, -0.049, -0.137, -0.086, -0.097, -0.091, -0.644, -0.201, 0.115, 0.092, 0.111, 0.079, 0.033, 0.051, 0.061, 0.059, 0.058, 0.089, 0.087, 0.120, 0.077, 0.056, 0.122, 0.083, 0.072, 0.076, 0.074, 0.094, 0.096, 0.064, 0.069, 0.098, 0.092, 0.121, 0.096, 0.102, 0.122, 0.118, 0.120, 0.082, 0.100, 0.085, 0.095, 0.077, 0.101, 0.041, 0.060, 0.069, 0.088, 0.072, 0.110, 0.067, 0.082, 0.034, 0.093, 0.073, 0.081, 0.065, 0.112]}